(1)
Formula: C7H10N3
Source: OMol25
Level of theory: ωB97M-V/def2-TZVPD

Geometry as XYZ:
```
20
Properties=species:S:1:pos:R:3:forces:R:3:lowdin_charge:R:1
C 1.96953 0.03678 0.11877 -2.89 1.78 -1.43 0.02
N 1.50272 1.18661 -0.43044 -0.36 -2.92 -0.28 0.09
C 0.44654 1.83725 0.36309 -1.77 -1.46 1.31 -0.07
C -0.75857 0.86488 0.14679 0.39 -0.76 0.51 -0.12
C -2.10154 1.07757 -0.09469 -0.13 -0.70 0.27 -0.01
N -2.71787 -0.14410 -0.20513 0.50 3.45 -0.22 0.01
N -1.89845 -1.11546 -0.13679 2.65 -1.18 0.83 0.08
C -0.69335 -0.57781 0.16295 -1.09 -1.86 -1.04 -0.23
C 0.31930 -1.70112 0.31683 2.21 2.46 2.51 -0.07
C 1.69423 -1.32192 -0.38534 1.31 0.60 -3.11 -0.11
H 1.96567 0.05610 1.16329 0.97 0.67 1.81 0.13
H 1.01994 1.12769 -1.35616 1.64 -0.48 0.19 0.18
H 0.16143 2.82764 0.06512 0.47 0.49 -0.28 0.13
H 0.74482 1.78326 1.40568 0.01 0.47 0.13 0.13
H -2.67095 1.95971 -0.05482 -0.52 0.96 -0.26 0.12
H -3.59810 -0.29931 -0.61024 -1.45 -0.13 -0.20 0.16
H 0.53925 -1.83759 1.45453 -0.31 -0.08 -1.97 0.16
H -0.02758 -2.60231 -0.11439 -0.49 -0.79 -0.36 0.11
H 2.55689 -2.03285 -0.30792 -1.02 0.44 0.43 0.15
H 1.54609 -1.12503 -1.50117 -0.13 -0.95 1.17 0.15
```
Positions in Å, forces in eV/Å.

Its HOMO-LUMO gap is 7.59 eV. Its largest force on an atom is 4.2 eV/A. Its total charge is +1. The structure (SMILES) is C1=[NH+]Cc2c[nH]nc2CC1. The total energy is -11882.323 eV. The value obtained for the molecular weight is 136.18 g/mol. For the LUMO energy, the calculation gives -5.65 eV. For the energy above the lowest of the compared OMol25 structures with the same formula, charge and spin, the calculation gives 2.691 eV. The HOMO energy comes out at -0.48663 hartree.

(2)
Formula: C28H29N3PtSi
Source: OMol25
Level of theory: ωB97M-V/def2-TZVPD

Geometry as XYZ:
```
62
Properties=species:S:1:pos:R:3:forces:R:3:lowdin_charge:R:1
C 1.34354 2.87478 0.81767 0.18 0.17 -0.33 0.03
C 0.12298 2.94492 0.07209 0.14 0.66 -0.69 0.00
C -0.94186 2.55788 0.92818 -1.01 0.31 0.11 0.03
H 0.00658 3.35644 -0.95579 0.12 -0.55 0.91 0.15
C -0.38846 2.23368 2.20006 -0.26 0.11 0.32 0.03
C 1.01857 2.43295 2.12739 -0.07 -0.14 0.51 0.03
H 1.71674 2.31309 2.96779 -0.35 0.05 -0.56 0.14
H 2.34358 3.15922 0.44127 -0.77 -0.26 0.34 0.15
H -2.03233 2.63651 0.68418 1.27 -0.27 0.21 0.16
H -0.98352 1.97050 3.09930 0.63 0.17 -0.85 0.14
Pt -0.53079 -1.99745 0.33401 2.66 2.49 0.60 1.07
C -1.37225 -2.33153 -1.42115 0.05 0.47 -2.27 -0.34
H -2.32555 -1.81127 -1.65310 0.25 -0.98 0.44 0.03
H -1.25376 -3.42725 -1.24405 -0.93 0.12 -0.27 0.05
H -0.75128 -2.19342 -2.36063 -0.57 -0.21 0.86 0.01
Si 0.22877 -0.11397 -1.53383 -0.18 -1.39 0.34 0.72
C 1.71866 -0.52306 -2.54330 0.06 -0.08 0.64 -0.32
C 2.50487 0.63532 -2.35600 0.31 -0.49 -0.11 -0.17
H 2.04794 1.53538 -1.90771 0.43 -0.40 -0.32 0.08
C 3.85399 0.61501 -2.66643 -0.11 -0.22 -0.36 -0.06
H 4.44059 1.51816 -2.45814 0.05 -0.58 -0.37 0.12
C 4.38731 -0.56621 -3.21976 0.36 0.27 0.31 -0.05
H 5.44969 -0.55209 -3.47789 -0.36 -0.22 0.06 0.12
C 3.62338 -1.73304 -3.39769 -0.03 0.49 -0.16 -0.05
H 4.08619 -2.64636 -3.79847 -0.24 0.56 0.18 0.12
C 2.26361 -1.71144 -3.06768 0.15 0.48 0.18 -0.07
H 1.65366 -2.61030 -3.21389 0.20 0.38 0.18 0.11
C -1.00886 0.87947 -2.46264 -0.51 -0.87 -0.09 -0.33
C -0.52378 1.52388 -3.61865 -0.01 0.13 0.28 -0.08
H 0.44260 1.23080 -4.07363 -0.62 0.40 0.51 0.12
C -1.28693 2.54242 -4.18550 -0.28 0.00 -0.14 -0.06
H -0.84894 3.12516 -4.99244 -0.30 -0.19 -0.06 0.12
C -2.57782 2.82150 -3.70996 0.45 0.14 0.32 -0.04
H -3.17529 3.62142 -4.17660 0.36 -0.51 0.35 0.13
C -3.07356 2.09882 -2.61363 -0.40 -0.05 -0.21 -0.07
H -4.05651 2.33198 -2.20687 0.07 -0.11 -0.30 0.11
C -2.33296 1.07628 -2.02254 0.39 0.75 -0.04 -0.12
H -2.77968 0.46754 -1.21843 0.39 0.45 -0.28 0.10
H 0.76901 -2.21496 -0.56734 -0.68 -0.44 0.12 -0.03
H 0.81628 0.66266 -0.43078 -0.24 0.04 0.33 -0.02
N -0.63335 -0.72645 3.50109 0.76 -0.87 -0.52 0.12
C 0.66774 -1.01344 3.08170 -0.89 0.75 0.94 -0.29
C 1.66390 -0.70859 4.04334 0.85 -0.22 -0.39 0.00
C 2.99771 -0.84010 3.65967 -0.72 -0.18 0.45 -0.03
C 3.31343 -1.17653 2.32459 -0.49 -0.16 -0.38 -0.03
C 2.25740 -1.43324 1.45534 0.24 0.01 0.49 -0.12
N 0.93776 -1.45573 1.83824 0.35 0.59 0.15 -0.05
C -1.84601 -1.24000 3.05026 -1.02 1.03 2.50 -0.31
C -2.91772 -1.18590 3.98459 0.24 -0.15 -0.53 -0.01
C -4.18706 -1.62380 3.61358 0.01 0.27 1.03 -0.08
C -4.34026 -2.02478 2.27311 0.42 -0.37 -1.44 -0.04
C -3.26435 -2.01406 1.40018 -1.56 -0.51 0.48 -0.16
N -1.99452 -1.68118 1.77878 0.47 -0.56 -1.98 -0.14
H -0.70067 -0.33379 4.44385 0.17 -0.46 -0.51 0.15
H 1.33914 -0.44874 5.07217 0.48 -0.17 -0.83 0.14
H 3.77856 -0.73748 4.41039 -0.08 0.15 -0.23 0.13
H 4.35586 -1.29604 1.97829 -0.81 0.21 0.24 0.13
H 2.42387 -1.62874 0.40021 0.12 -0.22 0.31 0.09
H -2.72828 -0.83956 5.01245 0.00 -0.19 -0.58 0.12
H -5.03012 -1.66400 4.31834 0.62 0.07 -0.40 0.12
H -5.30447 -2.36576 1.88680 0.32 0.25 0.14 0.12
H -3.38295 -2.29553 0.35564 -0.08 0.04 0.32 0.09
```
Positions in Å, forces in eV/Å.

Its HOMO-LUMO gap (alpha / beta) is 3.90 / 3.94 eV. Its largest force on an atom is 3.7 eV/A. Its total charge is +2. The total energy is -45078.301 eV. The value obtained for the molecular weight is 630.73 g/mol. For the LUMO energy (alpha / beta), the calculation gives -6.02 / -9.60 eV. For the energy above the lowest of the compared OMol25 structures with the same formula, charge and spin, the calculation gives 0.287 eV. The HOMO energy (alpha / beta) comes out at -0.36443 / -0.49752 hartree. As for the spin multiplicity: 5.

(3)
Formula: C17H39N5O9S
Source: OMol25
Level of theory: ωB97M-V/def2-TZVPD

Geometry as XYZ:
```
71
Properties=species:S:1:pos:R:3:forces:R:3:lowdin_charge:R:1
O 3.12444 -1.89141 -5.00134 -1.65 0.50 0.08 -0.25
S 1.68104 -1.80950 -4.99119 1.16 0.55 -0.30 0.66
O 0.96368 -2.93795 -5.49203 -0.13 0.75 0.53 -0.23
O 1.16528 -1.37372 -3.52560 0.12 -1.43 -0.22 -0.20
C 0.78616 -0.02075 -3.46554 -0.45 1.37 -0.58 -0.19
C 0.31330 0.31962 -4.88122 0.14 0.78 0.12 -0.15
O 1.20182 -0.42779 -5.72099 0.64 -1.00 0.15 -0.19
H 0.02720 0.20238 -2.71609 -0.13 -0.61 -0.01 0.10
H 1.65065 0.60662 -3.23250 0.07 -0.26 -0.10 0.11
H 0.47251 1.39085 -5.02433 0.30 -0.12 -0.31 0.13
H -0.70903 0.14633 -5.21281 -0.14 -0.54 0.65 0.13
C -1.70109 -2.20882 -1.87202 0.66 -0.10 0.46 -0.03
N -3.00712 -1.61363 -1.98803 -0.71 -0.38 -0.28 0.04
C -3.23365 -0.34058 -2.32924 0.55 1.45 0.16 -0.54
C -4.62841 0.24157 -2.25957 -0.32 -0.84 -0.35 0.00
O -2.34457 0.44810 -2.66864 0.16 -0.70 0.08 0.00
H -1.25120 -1.90610 -0.92090 0.09 0.07 -0.13 0.08
H -1.03149 -1.94558 -2.68612 -0.18 0.19 -0.07 0.07
H -1.74296 -3.29592 -1.84431 -0.39 0.03 -0.09 0.10
H -3.81542 -2.18681 -1.82142 0.05 -0.02 0.20 0.14
H -4.77665 0.64241 -3.26095 -0.30 0.25 0.13 0.09
H -4.67435 1.03515 -1.52029 0.24 0.13 -0.05 0.08
H -5.43406 -0.46081 -2.03048 0.16 -0.10 -0.06 0.08
C 1.97394 4.39153 -2.93718 0.18 -0.61 0.36 -0.05
N 2.97776 3.37674 -2.60408 0.14 0.80 -0.96 0.02
C 2.78342 2.39452 -1.71715 -0.67 -0.84 -0.32 -0.56
C 3.95896 1.55936 -1.34571 1.41 -0.61 -0.03 0.01
O 1.66358 2.13019 -1.29255 -0.10 0.36 0.41 0.00
H 2.08957 4.73266 -3.96261 0.30 0.07 0.04 0.08
H 2.12550 5.19874 -2.22151 -0.51 0.28 -0.23 0.09
H 0.98174 3.95185 -2.86975 -0.01 0.11 0.31 0.08
H 3.85927 3.49473 -3.07202 0.22 -0.22 0.36 0.13
H 4.86029 1.76314 -1.93108 -0.08 0.44 0.13 0.08
H 3.84664 0.48249 -1.48895 -0.76 0.11 -0.05 0.09
H 4.20325 1.66921 -0.28836 -0.10 0.24 -0.01 0.09
C -2.10293 1.95828 0.17322 -0.06 -0.23 -0.08 -0.07
N -0.83195 1.25545 0.11818 -0.16 0.78 -0.37 0.03
C -0.57445 0.13238 0.81550 -0.65 -0.40 0.27 -0.57
C 0.81425 -0.47957 0.62336 -1.37 0.98 -0.81 0.02
O -1.41879 -0.33134 1.57545 0.34 -0.20 -0.04 0.02
H -2.92481 1.28660 0.40893 0.17 -0.21 0.13 0.08
H -2.29693 2.35872 -0.82017 0.01 0.17 0.04 0.08
H -2.10469 2.75719 0.91604 0.04 0.07 0.03 0.08
H -0.13915 1.73102 -0.44267 0.35 -0.52 0.08 0.09
H 1.13219 -0.11467 -0.35378 0.72 0.16 0.33 0.05
H 0.76237 -1.55908 0.53773 0.05 -0.08 0.65 0.07
H 1.34299 -0.05136 1.47237 0.72 -0.52 -0.18 0.08
C -0.03887 -2.86093 3.42188 -1.24 0.67 -0.13 -0.07
N -0.72181 -4.05456 3.90384 1.40 -0.53 0.35 -0.01
C -1.95903 -4.49476 3.55975 -0.23 0.20 -0.29 -0.56
C -2.38947 -5.81171 4.20683 0.73 0.21 -0.55 -0.01
O -2.64361 -3.92831 2.72771 -0.13 0.10 0.27 0.05
H -0.11028 -2.71194 2.34545 -0.06 -0.27 -0.05 0.06
H 1.00200 -2.82655 3.72806 -0.02 -0.33 0.16 0.08
H -0.56199 -2.00992 3.86117 0.24 0.22 -0.12 0.08
H -0.07954 -4.73257 4.28161 -0.39 -0.12 0.29 0.12
H -3.37364 -6.05984 3.82775 0.02 -0.15 -0.03 0.08
H -2.36514 -5.87624 5.29205 0.02 0.40 0.04 0.07
H -1.62344 -6.50194 3.83661 -0.39 -0.44 0.06 0.08
C -0.15875 2.53207 3.73531 0.31 -0.30 -1.92 -0.09
N 0.47136 1.99184 4.90979 -0.55 0.44 0.21 0.02
C 1.77620 1.61526 5.05172 -0.19 -0.04 -0.36 -0.54
C 2.70765 1.94174 3.90579 0.66 0.60 -0.37 -0.01
O 2.21355 1.06308 6.04316 -0.34 0.05 0.15 0.04
H 0.58443 2.95582 3.05599 0.01 0.20 0.26 0.07
H -0.92503 3.29497 3.86862 0.19 0.03 0.73 0.09
H -0.62686 1.76657 3.10053 -0.09 -0.19 0.38 0.07
H -0.17549 1.86487 5.67110 0.48 -0.40 0.34 0.14
H 2.57186 2.94142 3.48411 -0.16 0.01 0.24 0.07
H 2.69382 1.28350 3.03522 -0.34 -0.33 0.27 0.07
H 3.71397 1.91572 4.31837 -0.01 -0.14 0.01 0.08
```
Positions in Å, forces in eV/Å.

Its HOMO-LUMO gap is 9.42 eV. Its largest force on an atom is 2.0 eV/A. Its total charge is 0. The structure (SMILES) is O=S1(=O)OCCO1.CNC(C)=O.CNC(C)=O.CNC(C)=O.CNC(C)=O.CNC(C)=O. The total energy is -54975.556 eV. The value obtained for the molecular weight is 489.59 g/mol. For the LUMO energy, the calculation gives 0.27 eV. For the energy above the lowest of the compared OMol25 structures with the same formula, charge and spin, the calculation gives 0.560 eV. The HOMO energy comes out at -0.33637 hartree.